{
  "formula": "C26H26N5PdS2Se",
  "method": "the ωB97M-V functional and the def2-TZVPD basis",
  "elements": ["Pd", "N", "C", "S", "N", "N", "C", "C", "C", "C", "C", "C", "N", "H", "H", "H", "H", "H", "H", "H", "C", "C", "C", "C", "C", "C", "C", "C", "C", "S", "C", "N", "H", "H", "H", "H", "H", "H", "H", "H", "C", "C", "C", "C", "C", "C", "Se", "C", "C", "C", "H", "H", "H", "H", "H", "H", "H", "H", "H", "H", "H"],
  "positions_angstrom": [[-0.255348, -0.485064, -0.452079], [2.500976, -2.761013, 1.856406], [1.838406, -1.999676, 0.984575], [0.320571, -1.312644, 1.563696], [2.391320, -1.806375, -0.197087], [1.603354, -1.081385, -1.013148], [1.933769, -0.811279, -2.220466], [0.948843, -0.109133, -3.046534], [1.175904, 0.197622, -4.376318], [0.170898, 0.823518, -5.101088], [-1.027648, 1.128899, -4.480930], [-1.190892, 0.795242, -3.145073], [-0.227470, 0.199160, -2.454287], [2.119979, -2.962445, 2.763313], [3.393741, -3.145079, 1.595213], [2.890801, -1.129113, -2.620248], [2.121367, -0.058524, -4.833973], [0.324694, 1.064169, -6.144236], [-1.833422, 1.610765, -5.014982], [-2.108612, 0.995280, -2.604926], [2.489678, 1.558917, 0.330443], [1.197458, 2.315999, 0.340527], [1.245519, 3.719414, 0.518626], [0.094848, 4.438958, 0.556578], [-1.147668, 3.776629, 0.445745], [-2.374073, 4.471509, 0.515587], [-3.549692, 3.783914, 0.423239], [-3.540555, 2.387927, 0.265107], [-2.362214, 1.681737, 0.195283], [-2.439392, -0.070391, 0.070752], [-1.129549, 2.376378, 0.269635], [0.053885, 1.677653, 0.190681], [3.264743, 2.138786, 0.826862], [2.822064, 1.372917, -0.692317], [2.389146, 0.605871, 0.841641], [2.209906, 4.195650, 0.625548], [0.112124, 5.513763, 0.689239], [-2.360344, 5.545906, 0.644347], [-4.496130, 4.304397, 0.477223], [-4.479162, 1.850762, 0.208184], [1.419847, -7.220317, 1.998412], [0.827421, -6.096826, 1.195801], [1.362822, -5.731475, -0.033906], [0.827784, -4.697926, -0.790278], [1.448973, -4.393916, -2.126903], [-0.293082, -4.007966, -0.290632], [-1.070776, -2.633440, -1.354974], [-0.870915, -4.375111, 0.938582], [-2.099681, -3.731876, 1.520621], [-0.285964, -5.409067, 1.659298], [2.310459, -7.624891, 1.520779], [0.699488, -8.031479, 2.114124], [1.690095, -6.884727, 3.000890], [2.217563, -6.274407, -0.420979], [2.326009, -5.019801, -2.282687], [1.756357, -3.351547, -2.196358], [0.749066, -4.581945, -2.941743], [-2.419952, -2.851957, 0.971771], [-1.923254, -3.444082, 2.557206], [-2.923130, -4.449122, 1.515073], [-0.726954, -5.691442, 2.609841]],
  "atomic_forces_ev_per_a": [[0.1, 0.4, -0.1], [0.0, 0.1, 0.0], [0.0, 0.0, 0.0], [0.0, -0.2, 0.0], [0.0, 0.0, 0.0], [0.0, 0.1, 0.1], [0.0, 0.0, 0.0], [0.0, 0.0, 0.0], [0.0, 0.0, 0.0], [0.0, 0.0, 0.0], [0.0, 0.0, 0.0], [0.0, 0.0, 0.0], [-0.1, -0.2, 0.0], [0.0, 0.0, 0.0], [0.0, 0.0, 0.0], [0.0, 0.0, 0.0], [0.0, 0.0, 0.0], [0.0, 0.0, 0.0], [0.0, 0.0, 0.0], [0.0, 0.0, 0.0], [0.0, 0.0, 0.0], [0.0, 0.0, 0.0], [0.0, 0.0, 0.0], [0.0, 0.0, 0.0], [0.0, 0.0, 0.0], [0.0, 0.0, 0.0], [0.0, 0.0, 0.0], [0.0, 0.0, 0.0], [0.0, 0.0, 0.0], [0.0, -0.1, 0.0], [0.0, 0.0, 0.0], [0.0, -0.1, 0.0], [0.0, 0.0, 0.0], [0.0, 0.0, 0.0], [0.0, 0.0, 0.0], [0.0, 0.0, 0.0], [0.0, 0.0, 0.0], [0.0, 0.0, 0.0], [0.0, 0.0, 0.0], [0.0, 0.0, 0.0], [0.0, 0.0, 0.0], [0.0, 0.0, 0.0], [0.0, 0.0, 0.0], [0.0, 0.0, 0.0], [0.0, 0.0, 0.0], [0.0, 0.0, 0.0], [-0.1, 0.0, 0.1], [0.0, 0.0, 0.0], [0.0, 0.0, 0.0], [0.0, 0.0, 0.0], [0.0, 0.0, 0.0], [0.0, 0.0, 0.0], [0.0, 0.0, 0.0], [0.0, 0.0, 0.0], [0.0, 0.0, 0.0], [0.0, -0.1, 0.0], [0.0, 0.0, 0.0], [0.0, 0.0, 0.0], [0.0, 0.0, 0.0], [0.0, 0.0, 0.0], [0.0, 0.0, 0.0]],
  "lowdin_charge": [0.545, 0.134, -0.778, 0.714, 0.035, -0.199, -0.080, -0.246, 0.011, -0.021, -0.016, -0.090, -0.028, 0.105, 0.123, 0.147, 0.126, 0.123, 0.120, 0.106, -0.019, -0.288, -0.002, 0.019, -0.150, -0.026, -0.058, -0.101, -0.580, 0.623, -0.222, 0.060, 0.090, 0.085, 0.043, 0.120, 0.129, 0.119, 0.114, 0.110, -0.038, -0.257, -0.013, -0.301, -0.074, -0.525, 0.865, -0.319, -0.089, -0.014, 0.078, 0.090, 0.084, 0.118, 0.083, 0.030, 0.082, -0.006, 0.083, 0.097, 0.130],
  "charge": 1,
  "e_lumo_ev": -4.215,
  "spin_multiplicity": 1,
  "e_tot_ev": -125327.4332,
  "orbital_gap_ev": 6.206
}

---

{
  "formula": "C26H27BNO9PS",
  "method": "the ωB97M-V functional and the def2-TZVPD basis",
  "elements": ["C", "C", "C", "C", "C", "C", "C", "C", "C", "C", "P", "N", "O", "O", "C", "C", "C", "O", "C", "C", "O", "B", "O", "O", "C", "C", "C", "C", "C", "O", "C", "C", "H", "H", "H", "H", "H", "H", "H", "H", "H", "H", "H", "H", "H", "H", "H", "H", "H", "H", "H", "C", "C", "C", "S", "O", "O", "C", "H", "H", "H", "H", "H", "H", "H", "H"],
  "positions_angstrom": [[-1.969617, 2.996539, -3.633352], [-2.177251, 1.801209, -2.698623], [-1.532964, 0.605482, -3.001093], [-1.729334, -0.478747, -2.159719], [-2.548923, -0.328752, -1.045114], [-2.776021, -1.533134, -0.111586], [-1.529137, -1.964500, 0.652006], [-0.549090, -2.715989, -0.010867], [0.581720, -3.136376, 0.638045], [0.824893, -2.838981, 1.986007], [2.414997, -3.464320, 2.653191], [2.288062, -4.961069, 2.993924], [2.943522, -2.649741, 3.951417], [3.524972, -3.171949, 1.491703], [-0.158030, -2.107525, 2.644768], [-1.316589, -1.656009, 1.992323], [-2.274495, -0.817137, 2.843672], [-3.480575, -0.903502, 2.790639], [-1.556312, 0.130297, 3.814109], [-2.002953, 1.431074, 4.036076], [-3.126506, 1.947414, 3.431324], [-2.661964, 2.895657, 2.502529], [-2.955048, 4.231382, 2.651366], [-1.873350, 2.505181, 1.412520], [-1.271510, 2.239814, 4.906674], [-0.134432, 1.769893, 5.530702], [0.310500, 0.471980, 5.325209], [-0.412947, -0.328911, 4.458514], [-0.023073, -1.760991, 4.122456], [0.318031, -2.548090, 4.977543], [-3.177757, 0.864291, -0.747903], [-2.997105, 1.958781, -1.598768], [-0.901276, 3.244529, -3.694741], [-2.559010, 3.842082, -3.252777], [-2.337815, 2.776199, -4.646542], [-0.919099, 0.561854, -3.900909], [-1.226791, -1.412553, -2.410428], [-3.620884, -1.291660, 0.537352], [-3.079182, -2.384321, -0.742005], [-0.719744, -2.938968, -1.062491], [1.310492, -3.731597, 0.085926], [1.342198, -5.282647, 2.820954], [2.551791, -1.770358, 4.028769], [3.595649, -2.203316, 1.453594], [-2.164716, 4.750281, 2.465392], [-0.956858, 2.408303, 1.703122], [-1.616392, 3.260452, 5.083220], [0.438066, 2.410542, 6.202141], [1.202306, 0.061750, 5.796776], [-3.815929, 0.908760, 0.133856], [-3.517727, 2.885229, -1.360966], [4.136511, 1.060537, -4.972293], [4.348390, -0.071861, -3.959881], [3.038895, -0.240488, -3.179644], [1.726749, 0.293097, -4.282764], [1.123214, 1.479218, -3.733453], [0.944301, -0.848583, -4.685552], [2.791196, 0.780532, -5.634148], [4.940637, 1.103440, -5.705870], [4.103351, 2.020149, -4.450795], [4.581663, -0.996726, -4.491986], [5.180668, 0.137372, -3.288696], [2.866500, -1.276090, -2.894954], [3.012829, 0.396386, -2.296816], [2.369949, 1.646685, -6.139795], [2.858355, -0.061500, -6.323288]],
  "atomic_forces_ev_per_a": [[-0.3, -0.3, 0.3], [0.1, 1.5, -1.1], [-0.5, -0.1, 0.2], [0.3, 0.5, -0.6], [0.1, -1.3, 0.9], [0.0, 0.1, -0.6], [-0.6, 0.1, -0.1], [-0.7, 0.3, 0.0], [0.8, -0.4, -0.2], [0.3, 0.7, -0.2], [-0.6, -1.8, 0.6], [0.2, 0.2, -0.4], [-0.2, 0.5, -1.1], [-0.9, 0.7, 0.9], [0.3, 0.2, 0.9], [-0.2, 0.3, 0.5], [0.1, 0.0, 0.0], [0.8, 0.2, 0.0], [-0.8, -0.3, -0.8], [0.0, -0.4, 0.6], [0.5, 0.4, -0.4], [-0.1, 0.3, -0.6], [0.0, -0.5, 0.8], [0.3, 0.2, 1.0], [-0.3, 0.5, -0.1], [0.7, 0.0, 0.5], [0.0, -0.4, -0.1], [0.0, -0.8, -0.4], [-0.3, 0.3, 0.2], [0.1, 0.4, -0.6], [0.0, 0.1, -0.4], [-0.2, -0.8, 0.7], [-0.3, 0.1, 0.0], [0.4, -0.1, -0.2], [0.2, 0.0, 0.2], [-0.4, -0.2, 0.5], [-0.3, 0.1, 0.2], [0.4, -0.2, 0.1], [0.0, 0.2, 0.2], [0.2, -0.2, 0.3], [-0.1, 0.2, 0.2], [0.2, -0.2, 0.1], [0.2, 0.0, 0.2], [0.5, -0.2, -0.3], [-0.3, 0.2, -0.6], [0.0, -0.3, -0.4], [0.0, -0.3, 0.0], [-0.3, 0.0, -0.2], [-0.2, 0.2, 0.1], [0.1, 0.1, -0.2], [0.3, 0.0, -0.3], [0.0, 0.0, 0.1], [0.0, 0.0, -0.1], [0.4, -0.1, 0.2], [0.5, -0.1, -0.2], [0.1, 0.1, 0.0], [-0.3, 0.2, 0.1], [0.3, 0.1, -0.2], [0.0, 0.0, 0.0], [0.0, 0.0, 0.0], [0.0, 0.0, 0.0], [0.0, 0.0, 0.0], [-0.2, 0.0, 0.0], [-0.1, 0.0, -0.1], [-0.2, -0.1, 0.1], [-0.1, 0.0, 0.0]],
  "lowdin_charge": [-0.047, -0.267, -0.050, -0.024, -0.211, -0.072, -0.112, -0.011, -0.057, -0.183, 0.516, -0.149, -0.141, -0.155, -0.073, -0.017, -0.213, 0.147, 0.001, -0.202, 0.179, -0.758, 0.202, 0.168, 0.015, -0.049, -0.009, -0.085, -0.280, 0.141, -0.043, -0.041, 0.067, 0.070, 0.081, 0.079, 0.103, 0.103, 0.130, 0.115, 0.117, -0.010, 0.059, 0.073, 0.115, 0.119, 0.137, 0.117, 0.124, 0.117, 0.115, -0.220, -0.213, -0.216, 0.667, -0.319, -0.318, -0.226, 0.116, 0.119, 0.118, 0.114, 0.102, 0.104, 0.110, 0.109],
  "e_lumo_ev": -0.817,
  "spin_multiplicity": 1,
  "e_tot_ev": -68121.9766,
  "orbital_gap_ev": 7.757
}

---

{
  "formula": "C26H27BeN5OSTe",
  "method": "the ωB97M-V functional and the def2-TZVPD basis",
  "elements": ["Be", "N", "C", "N", "C", "N", "N", "C", "C", "C", "C", "C", "C", "N", "C", "C", "C", "C", "C", "C", "H", "H", "H", "H", "H", "H", "H", "H", "H", "H", "H", "O", "S", "C", "C", "C", "C", "H", "H", "H", "H", "H", "H", "H", "H", "C", "Te", "C", "C", "C", "C", "C", "C", "C", "H", "H", "H", "H", "H", "H", "H", "H"],
  "positions_angstrom": [[-0.419767, -0.781528, 1.082540], [-4.372887, -1.261048, 0.703421], [-3.098240, -1.550337, 0.889201], [-2.132465, -0.674209, 0.796303], [-2.432264, 0.656289, 0.451820], [-1.474080, 1.503080, 0.320180], [-0.236814, 0.886836, 0.590769], [0.775858, 1.636094, 0.392595], [2.147058, 1.204921, 0.661627], [3.176666, 2.116817, 0.489632], [4.472751, 1.710330, 0.779521], [4.674471, 0.415750, 1.217974], [3.573531, -0.430382, 1.348451], [2.329994, -0.052707, 1.086390], [-3.828176, 1.033301, 0.266167], [-4.222827, 2.340345, -0.027489], [-5.561335, 2.633913, -0.175950], [-6.522238, 1.630503, -0.031782], [-6.150505, 0.333104, 0.258723], [-4.800407, 0.047493, 0.403574], [-5.058266, -2.001624, 0.759888], [-2.852383, -2.578995, 1.129701], [0.603488, 2.643320, 0.022228], [2.971867, 3.116064, 0.129040], [5.303137, 2.392209, 0.658539], [5.664414, 0.054603, 1.458610], [3.707637, -1.455133, 1.675885], [-3.464830, 3.102594, -0.138751], [-5.870175, 3.643707, -0.405905], [-7.570648, 1.868854, -0.146855], [-6.893933, -0.446495, 0.367574], [-0.092916, -1.056850, 2.630539], [-0.005779, 0.042731, 3.719920], [-1.126682, -0.503475, 5.025696], [-0.310488, -0.455730, 6.314331], [1.057491, -1.037820, 5.958691], [1.490067, -0.356449, 4.659911], [-1.390426, -1.525646, 4.746193], [-2.011243, 0.129332, 5.018338], [-0.811325, -1.023235, 7.096765], [-0.211734, 0.571952, 6.668802], [0.985799, -2.116288, 5.814512], [1.789963, -0.855499, 6.742673], [2.099373, -0.963876, 3.992043], [1.996988, 0.592824, 4.833885], [1.314887, -3.809816, 0.713823], [0.669123, -2.216123, -0.544770], [-0.855341, -3.530906, -1.232984], [-0.670527, -4.822542, -0.469613], [-1.522647, -5.900490, -0.710448], [-1.332975, -7.102230, -0.054029], [-0.283212, -7.242548, 0.848005], [0.565368, -6.178393, 1.091198], [0.374020, -4.961113, 0.438028], [1.264200, -3.472606, 1.747767], [2.347964, -4.047414, 0.469276], [-0.719387, -3.661576, -2.304779], [-1.835497, -3.083035, -1.074996], [-2.328177, -5.798545, -1.427811], [-1.993015, -7.935293, -0.253057], [-0.123361, -8.185219, 1.352938], [1.385553, -6.290294, 1.789433]],
  "atomic_forces_ev_per_a": [[-0.1, 0.4, 0.3], [-0.1, 0.0, 0.0], [0.0, 0.0, 0.0], [0.0, 0.2, 0.0], [-0.2, -0.1, 0.0], [0.3, -0.2, 0.1], [-0.4, 0.0, -0.1], [0.1, 0.1, 0.0], [-0.1, 0.1, 0.0], [0.1, 0.0, 0.0], [0.0, 0.0, 0.0], [0.0, -0.1, 0.0], [0.1, 0.1, 0.0], [0.1, 0.0, 0.0], [0.1, 0.0, 0.0], [0.0, 0.0, 0.0], [0.0, 0.0, 0.0], [0.0, 0.0, 0.0], [0.0, 0.0, 0.0], [0.0, -0.2, 0.0], [0.0, 0.0, 0.0], [0.0, 0.0, 0.0], [0.0, 0.0, 0.0], [0.0, 0.0, 0.0], [0.0, 0.0, 0.0], [0.0, 0.0, 0.0], [0.0, 0.0, 0.0], [0.0, 0.0, 0.0], [0.0, 0.0, 0.0], [0.0, 0.0, 0.0], [0.0, 0.0, 0.0], [-0.2, -0.3, 0.0], [0.1, 0.1, -0.3], [0.0, 0.0, 0.1], [0.0, 0.0, 0.0], [0.0, 0.0, 0.0], [0.0, 0.0, 0.1], [0.0, 0.0, 0.0], [0.0, 0.0, 0.0], [0.0, 0.0, 0.0], [0.0, 0.0, 0.0], [0.0, 0.0, 0.0], [0.0, 0.0, 0.0], [0.0, 0.0, 0.0], [0.0, 0.0, 0.0], [0.0, 0.0, 0.0], [0.2, 0.0, -0.1], [0.0, -0.1, 0.0], [0.0, 0.0, -0.1], [0.0, 0.0, 0.0], [0.0, 0.0, 0.0], [0.0, 0.0, 0.0], [0.0, 0.0, 0.0], [0.1, 0.0, 0.0], [0.0, 0.0, 0.0], [0.0, 0.0, 0.0], [0.0, 0.0, 0.0], [0.0, 0.0, 0.0], [0.0, 0.0, 0.0], [0.0, 0.0, 0.0], [0.0, 0.0, 0.0], [0.0, 0.0, 0.0]],
  "lowdin_charge": [-0.107, 0.156, -0.088, 0.078, -0.234, 0.137, -0.031, -0.006, -0.268, 0.015, -0.016, -0.014, -0.118, 0.055, -0.082, 0.011, -0.031, -0.026, 0.008, -0.158, 0.177, 0.162, 0.149, 0.128, 0.127, 0.122, 0.118, 0.124, 0.122, 0.125, 0.127, -0.515, 1.083, -0.290, -0.211, -0.202, -0.283, 0.109, 0.100, 0.130, 0.126, 0.125, 0.128, 0.090, 0.104, -0.375, 1.562, -0.392, -0.290, -0.035, -0.058, -0.056, -0.030, -0.283, 0.056, 0.067, 0.067, 0.040, 0.121, 0.115, 0.115, 0.122],
  "charge": 2,
  "e_lumo_ev": -6.103,
  "spin_multiplicity": 1,
  "e_tot_ev": -55418.0419,
  "orbital_gap_ev": 7.713
}